(1)
{
  "formula": "C5H10N2O2",
  "method": "ωB97M-V with the def2-TZVPD basis set",
  "symbols": ["C", "C", "O", "N", "C", "H", "H", "H", "H", "H", "C", "C", "N", "O", "H", "H", "H", "H", "H"],
  "xyz": [[-1.35030, -2.08226, -0.16626], [-1.27110, -0.85696, -0.64358], [-1.97390, -0.18047, -1.56666], [-0.56591, 0.20495, -1.31534], [0.36524, -0.12387, -2.36332], [-0.58977, -2.46815, 0.48714], [-2.16727, -2.72275, -0.44482], [0.10632, -1.03916, -2.90520], [1.32326, -0.27816, -1.86323], [0.45648, 0.73371, -3.03036], [0.22994, 1.94667, 1.15973], [1.08666, 0.70732, 1.19796], [0.76068, -0.16686, 2.22848], [1.88484, 0.36944, 0.35629], [0.08916, 2.22423, 0.11785], [0.71005, 2.73108, 1.74442], [-0.75585, 1.76811, 1.58292], [1.39643, -0.93521, 2.38497], [0.26503, 0.16832, 3.03900]],
  "homo_ev": -9.347,
  "gap_ev": 10.21,
  "e_lumo_ev": 0.86
}

***

(2)
{
  "formula": "C5H10N2O2",
  "method": "ωB97M-V with the def2-TZVPD basis set",
  "symbols": ["C", "C", "N", "O", "C", "C", "C", "N", "O", "H", "H", "H", "H", "H", "H", "H", "H", "H", "H"],
  "xyz": [[0.84752, 1.80180, 0.31734], [0.54780, 0.60626, -0.57873], [1.67025, -0.24596, -0.87005], [2.73382, 0.01361, -0.33623], [-0.57064, -0.32962, -0.03623], [-0.71434, -1.58749, -0.91922], [-0.36204, -0.74520, 1.41988], [-1.89004, 0.24634, -0.13538], [-2.06164, 1.21449, -0.83427], [-0.06501, 2.33634, 0.56670], [1.34368, 1.47640, 1.22914], [1.51910, 2.48074, -0.20442], [0.17839, 0.95051, -1.55765], [0.16548, -2.21057, -0.79153], [-1.60137, -2.14327, -0.62522], [-0.79856, -1.31020, -1.96692], [-1.14095, -1.44348, 1.71251], [0.60629, -1.22666, 1.52960], [-0.40776, 0.11596, 2.08070]],
  "homo_ev": [-9.182, -9.183],
  "gap_ev": [9.01, 9.01],
  "e_lumo_ev": [-0.18, -0.18]
}

***

(3)
{
  "formula": "C5H10N2O2",
  "method": "ωB97M-V with the def2-TZVPD basis set",
  "symbols": ["O", "N", "N", "C", "C", "C", "O", "C", "C", "H", "H", "H", "H", "H", "H", "H", "H", "H", "H"],
  "xyz": [[2.99728, 1.69860, -0.38528], [2.38032, 1.12492, 0.51966], [1.09502, 0.85595, 0.31821], [0.43136, 1.10726, -0.94410], [-0.28438, -0.16234, -1.33943], [-1.31020, -0.73124, -0.23587], [-1.85641, -1.98513, -0.56314], [-0.57925, -0.80190, 1.17059], [0.26689, 0.43622, 1.42840], [1.23494, 1.41495, -1.55742], [-0.27336, 1.89306, -0.87621], [0.44551, -0.93573, -1.60118], [-0.81475, 0.02058, -2.29043], [-2.15190, -0.06297, -0.15830], [-1.19817, -2.73963, -0.64060], [-1.31447, -1.00785, 1.93201], [0.10773, -1.68434, 1.15108], [-0.19633, 1.42822, 1.84627], [1.02017, 0.13136, 2.22571]],
  "homo_ev": -9.204,
  "gap_ev": 9.95,
  "e_lumo_ev": 0.75
}

***

(4)
{
  "formula": "C5H10N2O2",
  "method": "ωB97M-V with the def2-TZVPD basis set",
  "symbols": ["C", "C", "C", "C", "C", "N", "N", "O", "O", "H", "H", "H", "H", "H", "H", "H", "H", "H", "H"],
  "xyz": [[0.29451, -0.34256, -1.48044], [-0.79750, 0.48161, -1.11269], [1.66314, 0.46248, 0.63377], [-0.85194, 1.03535, 1.04552], [0.41740, -0.32973, 0.26602], [-1.66155, 0.25857, 1.77670], [0.09886, -1.65097, -1.99088], [-0.69580, 2.22876, 1.10344], [0.07694, -1.42337, 0.75399], [1.15823, 0.15928, -1.90147], [-2.12605, 0.65969, 2.57772], [-1.43063, -0.73202, 1.76961], [0.97741, -2.15763, -1.99715], [-0.52379, -2.17246, -1.37928], [-1.78744, 0.04996, -1.03391], [-0.72684, 1.55375, -1.21953], [1.73441, 0.54394, 1.71850], [1.64812, 1.46224, 0.20479], [2.53254, -0.08687, 0.26528]],
  "homo_ev": -7.828,
  "gap_ev": 8.13,
  "e_lumo_ev": 0.30
}

***

Relative energies, unit hartree: (1) 0.0267; (2) 0.0677; (3) 0.0000; (4) 0.0102

***

(1)
{
  "formula": "C23H27N3O5S",
  "method": "ωB97M-V with the def2-TZVPD basis set",
  "symbols": ["C", "C", "C", "C", "O", "S", "O", "O", "O", "C", "C", "C", "C", "O", "H", "H", "H", "H", "H", "H", "H", "H", "H", "H", "H", "H", "C", "C", "C", "N", "C", "C", "H", "H", "H", "H", "H", "C", "C", "C", "N", "C", "C", "H", "H", "H", "H", "H", "C", "C", "C", "N", "C", "C", "H", "H", "H", "H", "H"],
  "xyz": [[-1.06568, -4.61966, 1.17147], [0.36896, -5.05095, 1.06052], [1.05158, -6.17787, 2.09074], [0.18448, -6.39444, 3.46561], [0.32520, -7.70156, 4.18737], [-0.64641, -7.34201, 5.58429], [-2.01269, -7.95078, 5.18837], [0.11249, -7.86256, 6.82861], [-0.69672, -5.60359, 5.59661], [0.41870, -5.31254, 4.68239], [0.82830, -3.76327, 4.33754], [2.08043, -3.43678, 5.56478], [2.44174, -1.75108, 5.77105], [1.59397, -2.67145, 6.83808], [-1.42912, -3.53818, 1.43167], [-1.87882, -5.46535, 1.04659], [0.99085, -4.55053, 0.18952], [1.16052, -7.16278, 1.44047], [2.14049, -5.76167, 2.34448], [-1.00321, -6.35638, 3.35286], [1.37841, -5.73270, 5.23111], [1.36113, -3.60517, 3.30710], [-0.00314, -2.96699, 4.54671], [3.03176, -4.24998, 5.65253], [1.79695, -1.46472, 4.83751], [3.59580, -1.94092, 5.81069], [-2.92381, 1.16426, -0.42335], [-1.60555, 1.29661, -0.00008], [-0.97956, 0.18999, 0.55099], [-1.57698, -1.01195, 0.70524], [-2.85751, -1.10943, 0.28669], [-3.56553, -0.06156, -0.27952], [-3.44697, 2.00926, -0.86144], [-1.07793, 2.23864, -0.09732], [0.04988, 0.24199, 0.89335], [-3.31571, -2.08493, 0.42369], [-4.59226, -0.19728, -0.59996], [-1.59583, 5.29378, -3.92422], [-0.84578, 4.12551, -3.84007], [-0.74049, 3.50124, -2.60745], [-1.32180, 3.96372, -1.47894], [-2.04208, 5.10082, -1.59145], [-2.20821, 5.79393, -2.77969], [-1.70216, 5.81043, -4.87365], [-0.35529, 3.71065, -4.71332], [-0.16881, 2.58511, -2.49109], [-2.49720, 5.45290, -0.66992], [-2.79984, 6.70177, -2.81221], [1.96381, 7.44443, -7.22639], [1.30651, 7.32874, -6.00611], [1.81791, 6.44766, -5.06680], [2.91797, 5.68963, -5.26838], [3.53367, 5.82228, -6.46327], [3.10057, 6.67835, -7.46302], [1.59329, 8.12566, -7.98685], [0.41761, 7.91094, -5.79128], [1.34245, 6.32417, -4.09812], [4.41392, 5.20067, -6.60133], [3.63574, 6.74588, -8.40339]],
  "homo_ev": -8.276,
  "gap_ev": 8.03,
  "e_lumo_ev": -0.25
}

***

(2)
{
  "formula": "C23H27N3O5S",
  "method": "ωB97M-V with the def2-TZVPD basis set",
  "symbols": ["C", "C", "C", "C", "C", "N", "C", "S", "C", "C", "O", "O", "C", "C", "N", "C", "C", "C", "C", "O", "N", "C", "C", "C", "C", "C", "O", "C", "C", "C", "C", "O", "H", "H", "H", "H", "H", "H", "H", "H", "H", "H", "H", "H", "H", "H", "H", "H", "H", "H", "H", "H", "H", "H", "H", "H", "H", "H", "H"],
  "xyz": [[-6.96150, -1.49582, -1.27802], [-5.49857, -1.56346, -0.85581], [-4.68849, -0.35006, -1.31568], [-5.00716, 0.93816, -0.55551], [-4.39259, 1.00139, 0.84524], [-2.94190, 1.05227, 0.78585], [-2.16550, -0.03013, 1.03263], [-2.89986, -1.53671, 1.54811], [-1.37512, -2.50242, 1.66685], [-0.49308, -2.33351, 0.43905], [0.70754, -2.38022, 0.47998], [-1.22744, -2.32490, -0.67517], [-0.54206, -2.28098, -1.92851], [-0.50185, -0.87031, -2.49674], [-0.88467, -0.06385, 0.92441], [-0.22176, 1.05576, 0.51706], [1.16371, 0.99279, 0.34486], [1.84867, 2.11427, -0.08171], [3.31983, 2.08129, -0.35305], [3.83179, 2.74580, -1.23164], [4.02793, 1.27109, 0.46750], [5.42801, 0.99747, 0.25537], [5.66797, -0.46407, 0.04844], [4.84258, -1.46971, -0.36071], [5.62760, -2.65026, -0.35376], [6.86545, -2.27326, 0.05836], [6.89957, -0.95116, 0.30894], [1.15509, 3.30434, -0.34195], [-0.20642, 3.37662, -0.16443], [-0.91446, 2.25065, 0.26365], [-2.36449, 2.28125, 0.41530], [-3.06803, 3.25227, 0.23890], [-7.46579, -0.64744, -0.82241], [-7.48278, -2.39997, -0.97285], [-7.04296, -1.40201, -2.35888], [-5.04881, -2.45913, -1.28905], [-5.43548, -1.66273, 0.22872], [-4.88425, -0.18446, -2.37766], [-3.62435, -0.57576, -1.21365], [-4.63790, 1.79642, -1.11986], [-6.08597, 1.05305, -0.45416], [-4.68316, 0.13945, 1.44766], [-4.72557, 1.91980, 1.33678], [-1.68884, -3.54396, 1.74875], [-0.81959, -2.20654, 2.55543], [-1.10422, -2.94779, -2.58731], [0.47204, -2.66717, -1.78540], [0.07344, -0.21398, -1.84827], [-0.03415, -0.89000, -3.47685], [-1.50930, -0.47214, -2.59569], [1.64138, 0.03993, 0.51611], [3.55159, 0.72688, 1.16870], [6.02586, 1.34210, 1.10816], [5.72523, 1.57517, -0.62830], [3.81019, -1.39096, -0.63313], [5.30539, -3.63606, -0.61819], [7.77293, -2.82267, 0.20968], [1.71740, 4.15558, -0.69309], [-0.75587, 4.28477, -0.36013]],
  "homo_ev": -8.558,
  "gap_ev": 8.59,
  "e_lumo_ev": 0.03
}

***

Relative energies, unit hartree: (1) 0.5794; (2) 0.0000

***

(1)
{
  "formula": "C4H9BO2",
  "method": "ωB97M-V with the def2-TZVPD basis set",
  "symbols": ["B", "C", "C", "C", "C", "O", "O", "H", "H", "H", "H", "H", "H", "H", "H", "H"],
  "xyz": [[-1.78411, -0.48842, -1.00127], [2.46743, -0.77672, -0.56622], [1.67549, -0.41577, 0.49306], [0.12927, 1.10508, 1.72587], [0.73677, 0.68474, 0.43778], [-1.72290, -0.39146, -2.41995], [-2.77470, -0.55721, -0.16560], [3.35113, -1.50429, -0.44266], [2.35082, -0.44679, -1.54311], [1.81699, -1.03406, 1.45805], [-0.98849, 1.20737, 1.50929], [0.24402, 0.38349, 2.44078], [0.50122, 2.06362, 1.89610], [0.31920, 1.17590, -0.37468], [-2.68470, -0.47542, -2.73809], [-3.63744, -0.53006, -0.70935]],
  "homo_ev": [-7.061, -7.440],
  "gap_ev": [6.50, 7.61],
  "e_lumo_ev": [-0.56, 0.17]
}

***

(2)
{
  "formula": "C4H9BO2",
  "method": "ωB97M-V with the def2-TZVPD basis set",
  "symbols": ["B", "C", "C", "C", "C", "O", "O", "H", "H", "H", "H", "H", "H", "H", "H", "H"],
  "xyz": [[-0.58918, -1.62480, 0.12233], [-0.59785, 2.28468, 0.18028], [-0.84980, 0.99081, 0.39078], [1.20003, -0.00401, -0.83787], [0.02019, -0.15345, 0.12228], [0.26161, -2.53106, -0.36061], [-1.84707, -1.83504, 0.58356], [-1.50218, 2.95410, 0.48801], [0.11001, 2.80488, -0.27409], [-1.83298, 0.89593, 0.83457], [1.86448, 0.80008, -0.56292], [1.74701, -0.94105, -0.74155], [0.71661, 0.04412, -1.85591], [0.95154, -0.40646, 1.76615], [-0.05677, -3.41980, -0.71255], [-2.12663, -2.73443, 0.27407]],
  "homo_ev": -8.410,
  "gap_ev": 8.34,
  "e_lumo_ev": -0.07
}

***

Relative energies, unit hartree: (1) 0.0527; (2) 0.0000

***

(1)
{
  "formula": "C2H9N3O2",
  "method": "ωB97M-V with the def2-TZVPD basis set",
  "symbols": ["C", "C", "N", "N", "N", "O", "O", "H", "H", "H", "H", "H", "H", "H", "H", "H"],
  "xyz": [[-1.13765, -0.04723, -0.08306], [1.83533, 0.03633, 0.55817], [-0.05998, 0.84417, -0.39108], [-2.26635, -0.08243, -1.00604], [1.97871, -0.43599, -0.68029], [-1.73119, 0.23546, 1.19254], [1.74381, -0.70501, 1.66076], [-1.01664, 0.58023, 1.73957], [1.45546, -1.60621, 1.45369], [-0.43327, 1.79474, -0.43462], [-0.71586, -1.06793, -0.06392], [2.09446, 1.05791, 0.78119], [-2.82188, 0.75755, -0.87483], [-1.92033, -0.08831, -1.95866], [1.89563, -1.44236, -0.77908], [1.09975, 0.16909, -1.11434]],
  "homo_ev": -8.104,
  "gap_ev": 8.51,
  "e_lumo_ev": 0.40
}

***

(2)
{
  "formula": "C2H9N3O2",
  "method": "ωB97M-V with the def2-TZVPD basis set",
  "symbols": ["N", "C", "O", "C", "N", "N", "O", "H", "H", "H", "H", "H", "H", "H", "H", "H"],
  "xyz": [[-1.53159, 0.74893, -0.70716], [-0.34192, -0.04762, -0.94901], [-0.61252, -1.35870, -1.40617], [0.60880, -0.01117, 0.44729], [1.86287, -0.59066, 0.18209], [0.72403, 1.33164, 0.82797], [-0.08953, -0.84595, 1.38256], [-2.21365, 0.19507, -0.19584], [-1.96875, 1.00785, -1.58554], [0.24907, 0.45180, -1.72176], [-0.70727, -1.92297, -0.62544], [1.77477, -1.51034, -0.22850], [2.53814, -0.50203, 0.92854], [0.14113, 2.02440, 0.37922], [0.54088, 1.47757, 1.82119], [-0.97447, -0.44783, 1.45058]],
  "homo_ev": -9.173,
  "gap_ev": 9.88,
  "e_lumo_ev": 0.71
}

***

Relative energies, unit hartree: (1) 0.0923; (2) 0.0000